one.
Molecular formula: C4H7N
Method: DFT, ωB97M-V with the def2-TZVPD basis set

The frontier orbital gap is 10.003 eV. As for the molecular weight: 69.1 g mol⁻¹. The highest occupied orbital energy comes out at -9.29 eV.

CARTESIAN COORDINATES (ANGSTROEM)
C (2.08, 0.89, -1.03)
C (0.70, 0.55, -0.55)
C (-0.39, 0.39, -0.04)
C (-1.63, -0.06, 0.66)
H (2.71, 1.57, -0.06)
H (2.74, -0.25, -1.36)
H (1.77, 1.60, -2.15)
H (-2.49, 0.04, -0.07)
H (-1.96, 0.56, 1.53)
H (-1.22, -2.07, 0.24)
H (-0.73, -1.67, 1.75)
N (-1.57, -1.55, 1.09)

two.
Molecular formula: C4H7N
Method: DFT, ωB97M-V with the def2-TZVPD basis set

The frontier orbital gap is 10.552 eV. As for the molecular weight: 69.1 g mol⁻¹. The highest occupied orbital energy comes out at -9.33 eV.

CARTESIAN COORDINATES (ANGSTROEM)
C (2.25, -2.15, -1.31)
C (-0.40, 0.08, -0.82)
C (-0.66, 0.06, 0.47)
C (-0.40, 1.20, 1.41)
N (2.31, -2.88, -2.20)
H (0.03, 0.95, -1.30)
H (-0.58, -0.76, -1.45)
H (-1.08, -0.82, 0.94)
H (-1.26, 1.35, 2.06)
H (-0.20, 2.12, 0.87)
H (0.47, 0.97, 2.03)
H (2.38, -3.52, -2.97)

Stability summary - winner: two; margin: 228.6 kJ/mol.

one.
Molecular formula: C4H7N
Method: DFT, ωB97M-V with the def2-TZVPD basis set

The frontier orbital gap is 8.743 eV. As for the molecular weight: 69.1 g mol⁻¹. As for the SMILES: C[C@H]1C=C1N. The highest occupied orbital energy comes out at -7.71 eV.

CARTESIAN COORDINATES (ANGSTROEM)
C (-0.54, -1.61, 0.02)
C (0.49, -0.35, -0.57)
C (-0.36, 0.69, -1.09)
C (0.38, 1.00, -0.02)
N (0.47, 1.67, 1.17)
H (-0.44, -1.61, 1.11)
H (-1.60, -1.51, -0.22)
H (-0.18, -2.56, -0.38)
H (1.37, -0.80, -1.02)
H (-1.12, 0.92, -1.80)
H (0.21, 2.65, 1.13)
H (1.32, 1.51, 1.68)

two.
Molecular formula: C4H7N
Method: DFT, ωB97M-V with the def2-TZVPD basis set

The frontier orbital gap is 8.711 eV. As for the molecular weight: 69.1 g mol⁻¹. The highest occupied orbital energy comes out at -8.18 eV.

CARTESIAN COORDINATES (ANGSTROEM)
C (-0.93, -0.74, 0.78)
C (-0.02, -0.04, -0.22)
C (1.27, 0.55, 0.34)
C (-0.29, -0.06, -1.61)
N (-0.58, 0.03, -2.76)
H (-1.29, -0.04, 1.53)
H (-1.79, -1.21, 0.29)
H (-0.39, -1.54, 1.33)
H (-0.80, 0.97, -1.18)
H (1.05, 1.34, 1.06)
H (1.86, -0.21, 0.88)
H (1.90, 0.95, -0.45)

three.
Molecular formula: C4H7N
Method: DFT, ωB97M-V with the def2-TZVPD basis set

The frontier orbital gap is 10.150 eV. As for the molecular weight: 69.1 g mol⁻¹. The highest occupied orbital energy comes out at -9.11 eV.

CARTESIAN COORDINATES (ANGSTROEM)
C (1.36, -0.66, -0.99)
C (-0.90, -0.98, 0.57)
C (0.53, 0.11, -0.25)
C (0.24, 1.55, -0.16)
N (-1.60, -0.48, 1.40)
H (2.26, -0.42, -1.62)
H (1.12, -1.74, -0.92)
H (-0.95, -1.89, 0.06)
H (1.02, 2.15, -0.48)
H (-0.80, 1.66, -0.50)
H (-0.11, 1.91, 0.99)
H (-2.16, -1.19, 1.89)

four.
Molecular formula: C4H7N
Method: DFT, ωB97M-V with the def2-TZVPD basis set

The frontier orbital gap is 12.046 eV. As for the molecular weight: 69.1 g mol⁻¹. The highest occupied orbital energy comes out at -11.14 eV.

CARTESIAN COORDINATES (ANGSTROEM)
C (0.79, -2.87, -1.43)
N (0.85, -1.85, -0.86)
C (-0.63, 1.28, 0.71)
C (0.83, -0.61, -0.09)
C (-0.47, 0.16, -0.28)
H (-1.61, 1.72, 0.57)
H (0.13, 2.05, 0.53)
H (-0.57, 0.93, 1.71)
H (1.65, 0.03, -0.34)
H (0.86, -0.84, 0.97)
H (-1.32, -0.58, -0.18)
H (-0.51, 0.58, -1.30)

Stability summary - winner: four; margin: 193.2 kJ/mol.

one.
Molecular formula: C6H9N2
Method: DFT, ωB97M-V with the def2-TZVPD basis set

The frontier orbital gap is 9.374 eV. As for the molecular weight: 109.2 g mol⁻¹. As for the SMILES: C=C=[NH+]C(=C)/C=N/C. The highest occupied orbital energy comes out at -13.96 eV. As for the net charge: +1.

CARTESIAN COORDINATES (ANGSTROEM)
C (0.33, -2.66, -0.33)
C (1.11, -1.65, -0.18)
N (1.85, -0.64, -0.04)
C (1.31, 0.69, 0.18)
C (2.29, 1.65, 0.25)
C (-0.18, 0.96, 0.24)
N (-0.97, -0.03, 0.25)
C (-2.32, 0.41, 0.04)
H (0.14, -3.29, 0.56)
H (-0.25, -2.71, -1.20)
H (2.85, -0.56, -0.10)
H (3.28, 1.45, 0.23)
H (2.09, 2.75, 0.28)
H (-0.58, 1.99, 0.19)
H (-3.00, -0.32, 0.45)
H (-2.46, 0.29, -1.01)
H (-2.50, 1.41, 0.42)

two.
Molecular formula: C6H9N2
Method: DFT, ωB97M-V with the def2-TZVPD basis set

The frontier orbital gap is 8.103 eV. As for the molecular weight: 109.2 g mol⁻¹. The highest occupied orbital energy comes out at -15.22 eV. As for the net charge: +1.

CARTESIAN COORDINATES (ANGSTROEM)
C (0.59, -2.36, -0.07)
C (0.90, 0.55, 0.15)
C (-0.34, -0.21, 0.12)
C (-2.94, -0.37, -0.22)
C (3.22, 0.35, -0.09)
C (-1.67, 0.39, 0.12)
N (-0.15, -1.48, 0.18)
N (1.93, -0.16, -0.08)
H (1.05, 1.69, 0.33)
H (-3.10, -1.17, 0.64)
H (-2.98, -0.83, -1.12)
H (-3.85, 0.20, -0.34)
H (3.43, 1.37, -0.04)
H (3.71, -0.31, 0.70)
H (3.57, 0.17, -1.04)
H (-1.58, 0.77, 1.25)
H (-1.79, 1.40, -0.50)

three.
Molecular formula: C6H9N2
Method: DFT, ωB97M-V with the def2-TZVPD basis set

The frontier orbital gap (spin up / spin down) is 6.528 / 6.529 eV. As for the molecular weight: 109.2 g mol⁻¹. The highest occupied orbital energy (spin up / spin down) comes out at -12.61 / -12.61 eV. As for the net charge: +1.

CARTESIAN COORDINATES (ANGSTROEM)
C (1.21, 1.36, -0.19)
C (-0.22, 1.22, -0.44)
C (1.43, -1.77, -0.77)
C (-2.93, -0.93, 0.40)
C (-2.24, 0.06, -0.09)
C (1.77, 0.95, 0.91)
N (-0.86, 0.22, 0.13)
N (2.16, -1.35, 0.07)
H (1.73, 1.84, -1.16)
H (-0.61, 1.79, -1.30)
H (0.67, -1.69, -1.46)
H (-3.98, -0.93, 0.10)
H (-2.52, -1.77, 0.93)
H (-2.62, 0.96, -0.61)
H (2.80, 0.96, 1.13)
H (1.21, 0.60, 1.81)
H (2.99, -1.51, 0.55)

four.
Molecular formula: C6H9N2
Method: DFT, ωB97M-V with the def2-TZVPD basis set

The frontier orbital gap is 8.725 eV. As for the molecular weight: 109.2 g mol⁻¹. The highest occupied orbital energy comes out at -13.40 eV. As for the net charge: +1.

CARTESIAN COORDINATES (ANGSTROEM)
C (-1.76, -0.91, 0.13)
C (-2.21, 0.44, 0.11)
C (-0.53, -1.34, -0.05)
C (-1.37, 1.42, -0.02)
C (0.73, -0.55, -0.30)
C (0.51, 0.89, -0.06)
N (1.40, 1.77, 0.11)
N (2.01, -1.08, 0.29)
H (-2.67, -1.48, 0.24)
H (-3.32, 0.69, 0.30)
H (-0.24, -2.36, -0.17)
H (-1.49, 2.53, 0.05)
H (1.05, -0.79, -1.30)
H (1.24, 2.74, 0.29)
H (2.33, 1.49, -0.07)
H (1.68, -1.90, 0.86)
H (2.63, -1.56, -0.40)

Stability summary - winner: four; margin: 31.6 kJ/mol.

one.
Molecular formula: C2H2OS2
Method: DFT, ωB97M-V with the def2-TZVPD basis set

The frontier orbital gap is 7.785 eV. As for the molecular weight: 106.2 g mol⁻¹. As for the SMILES: O=CC(=S)S. The highest occupied orbital energy comes out at -9.36 eV.

CARTESIAN COORDINATES (ANGSTROEM)
O (2.06, 0.19, -0.26)
C (1.12, -0.48, 0.04)
C (-0.26, -0.17, 0.45)
S (-1.36, -0.78, 1.38)
S (-0.69, 1.25, -0.99)
H (1.05, -1.54, -0.11)
H (-1.92, 1.53, -0.50)

two.
Molecular formula: C2H2OS2
Method: DFT, ωB97M-V with the def2-TZVPD basis set

The frontier orbital gap is 7.876 eV. As for the molecular weight: 106.2 g mol⁻¹. The highest occupied orbital energy comes out at -7.83 eV.

CARTESIAN COORDINATES (ANGSTROEM)
C (0.53, 0.64, -0.03)
C (0.53, -0.70, 0.11)
O (-1.82, 0.01, -0.34)
S (-1.04, 1.42, 0.18)
S (-1.00, -1.41, 0.15)
H (1.48, 1.31, 0.06)
H (1.32, -1.26, -0.12)

Stability summary - winner: one; margin: 41.3 kJ/mol.

one.
Molecular formula: C6H10Cl2N2
Method: DFT, ωB97M-V with the def2-TZVPD basis set

The frontier orbital gap is 10.007 eV. As for the molecular weight: 181.1 g mol⁻¹. As for the SMILES: C[C@@]1(Cl)CC=N[C@@](N)(Cl)C1. The highest occupied orbital energy comes out at -9.32 eV.

CARTESIAN COORDINATES (ANGSTROEM)
C (1.64, -0.18, -1.13)
C (0.64, 0.12, -0.03)
Cl (1.31, -0.73, 1.45)
C (0.36, 1.59, 0.39)
C (-0.91, 1.76, 1.18)
N (-1.80, 0.82, 1.36)
C (-1.63, -0.52, 0.87)
N (-1.38, -1.48, 1.81)
Cl (-3.42, -0.81, 0.05)
C (-0.68, -0.51, -0.38)
H (1.76, -1.29, -1.27)
H (2.65, 0.26, -0.86)
H (1.29, 0.35, -1.96)
H (0.35, 2.17, -0.47)
H (1.12, 1.98, 0.93)
H (-1.08, 2.67, 1.74)
H (-1.85, -1.31, 2.64)
H (-1.61, -2.37, 1.50)
H (-1.10, 0.15, -1.08)
H (-0.39, -1.47, -0.72)

two.
Molecular formula: C6H10Cl2N2
Method: DFT, ωB97M-V with the def2-TZVPD basis set

The frontier orbital gap is 9.986 eV. As for the molecular weight: 181.1 g mol⁻¹. As for the SMILES: CCN1[C@H](Cl)C(Cl)=N[C@@H]1C. The highest occupied orbital energy comes out at -9.16 eV.

CARTESIAN COORDINATES (ANGSTROEM)
C (0.69, -1.19, -1.13)
C (0.05, 0.25, -1.39)
N (0.15, 0.98, -0.09)
C (-0.13, 2.66, -0.23)
Cl (1.23, 3.58, 0.44)
C (-1.33, 2.78, 0.68)
Cl (-2.16, 4.25, 0.95)
N (-1.65, 1.74, 1.33)
C (-0.90, 0.59, 0.98)
C (-0.11, 0.00, 2.17)
H (0.07, -1.80, -0.61)
H (0.68, -1.60, -2.10)
H (1.70, -0.95, -0.62)
H (0.68, 0.95, -2.02)
H (-0.95, 0.23, -1.72)
H (-0.25, 2.78, -1.22)
H (-1.69, -0.08, 0.80)
H (0.53, 0.86, 2.71)
H (0.50, -0.93, 1.98)
H (-0.99, -0.28, 2.87)

Stability summary - winner: one; margin: 159.2 kJ/mol.

one.
Molecular formula: C4H5Cl
Method: DFT, ωB97M-V with the def2-TZVPD basis set

The frontier orbital gap (spin up / spin down) is 7.950 / 8.752 eV. As for the molecular weight: 88.5 g mol⁻¹. The highest occupied orbital energy (spin up / spin down) comes out at -8.23 / -8.66 eV.

CARTESIAN COORDINATES (ANGSTROEM)
C (-0.45, -0.92, -0.24)
C (-1.68, -0.65, 0.11)
C (0.93, -0.51, -0.08)
C (1.21, 0.98, 0.02)
Cl (0.12, 1.91, 0.99)
H (-1.71, 0.42, 0.48)
H (-2.62, -1.12, -0.17)
H (1.39, -0.99, 0.74)
H (1.42, -0.78, -0.97)
H (1.39, 1.66, -0.87)

two.
Molecular formula: C4H5Cl
Method: DFT, ωB97M-V with the def2-TZVPD basis set

The frontier orbital gap is 10.589 eV. As for the molecular weight: 88.5 g mol⁻¹. As for the SMILES: C=C/C=C/Cl. The highest occupied orbital energy comes out at -9.50 eV.

CARTESIAN COORDINATES (ANGSTROEM)
C (-0.34, 1.44, 2.36)
C (-0.73, 0.32, 1.71)
C (-0.64, 0.23, 0.21)
C (0.44, -0.39, -0.21)
Cl (0.57, -0.73, -1.87)
H (-0.54, 1.60, 3.46)
H (0.08, 2.22, 1.73)
H (-1.17, -0.64, 2.12)
H (-1.55, 0.50, -0.27)
H (1.14, -0.92, 0.39)

Stability summary - winner: two; margin: 291.0 kJ/mol.